Entry 1:
The following is a DFT calculation (wB97M-V/def2-TZVPD) of the ion C14H20BFINO11PS with charge +1 in a non-equilibrium geometry.

Cartesian coordinates (Å):
C: 1.1962 -1.1981 4.6689
C: 0.2666 -1.5162 3.5096
C: 0.9221 -1.6884 2.0932
I: 3.0714 -1.4788 2.0175
C: 0.2102 -0.8717 1.0550
C: 0.1296 0.5100 1.1946
B: 0.8129 1.3563 2.3886
O: 0.0003 1.6644 3.4314
O: 2.0995 1.7878 2.4179
C: 2.8004 2.0688 1.1950
C: -0.6204 1.2671 0.2801
C: -0.7402 2.7412 0.5801
O: -1.6216 3.0734 1.3045
O: 0.1449 3.5624 0.0404
C: -1.2539 0.6512 -0.8170
P: -2.2269 1.6929 -1.9775
O: -2.2831 1.2012 -3.3459
O: -1.5986 3.1326 -1.9084
O: -3.6379 1.8944 -1.2791
C: -1.1618 -0.7420 -0.9569
C: -1.8686 -1.4318 -2.0950
C: -0.9508 -1.9389 -3.2267
O: -0.6405 -0.9802 -4.2102
C: 0.7113 -0.7558 -4.3887
C: 1.3345 0.3051 -3.5282
O: 1.3038 -1.3562 -5.2086
N: -0.4346 -1.4667 -0.0319
S: -0.2670 -3.1972 -0.1453
O: -1.0322 -3.7954 -1.1590
O: 1.1191 -3.4364 -0.1126
F: -0.9453 -3.5259 1.1805
H: 1.6864 -0.2367 4.5597
H: 1.9065 -1.9924 4.8654
H: 0.5748 -1.1184 5.5597
H: -0.2497 -2.4406 3.7579
H: -0.5107 -0.7587 3.4443
H: 0.8837 -2.7416 1.9207
H: 0.2431 2.5215 3.8028
H: 2.1646 2.4623 0.4119
H: 3.3427 1.2073 0.8199
H: 3.5348 2.8339 1.4234
H: 0.1360 4.3726 0.5780
H: -2.2852 3.7997 -2.0587
H: -4.2214 1.1414 -1.4433
H: -2.3604 -2.2977 -1.6645
H: -2.6948 -0.8405 -2.4581
H: -0.0279 -2.3178 -2.7861
H: -1.4111 -2.7970 -3.7074
H: 0.6026 0.7424 -2.8576
H: 1.7106 1.0889 -4.1751
H: 2.1361 -0.1573 -2.9591

Cartesian forces (eV/Å) of the 6 atoms listed first:
-0.57 0.15 0.32
0.25 0.33 -0.10
-0.13 -0.34 0.89
-0.19 0.09 -0.20
0.13 0.44 -0.32
0.10 0.17 -0.05

Values from the calculation:
multiplicity	1
SMILES string	CC[C@H](I)c1c(B(O)OC)c(C(=O)O)c(P(=O)(O)O)c(CCOC(C)=O)[n+]1S(=O)(=O)F
total energy	-2589.72110	a.u.
HOMO energy	-12.78	eV
charge	+1

Entry 2:
The following is a DFT calculation (wB97M-V/def2-TZVPD) of a cluster of 16 separate species, C86H90F11N5 in total in a non-equilibrium geometry.

Cartesian coordinates (Å):
C: 13.7944 18.0448 -8.7347
C: 12.4423 17.6958 -8.0235
C: 12.4927 16.2693 -7.4417
C: 12.3822 15.1870 -8.4322
N: 12.3281 14.3550 -9.2605
H: 14.6553 17.5246 -8.3148
H: 14.0029 19.1146 -8.7511
H: 13.7721 17.8439 -9.8057
H: 11.6488 17.8113 -8.7617
H: 12.2668 18.4096 -7.2186
H: 11.7970 16.2352 -6.6034
H: 13.5040 16.0862 -7.0785
C: 13.1383 10.6228 -7.3338
C: 14.6499 10.8254 -7.0973
C: 15.0577 12.2667 -7.3220
C: 14.2972 13.2001 -6.4516
N: 13.7232 13.9555 -5.7677
H: 12.4729 10.9379 -6.5300
H: 12.9007 9.5676 -7.4691
H: 12.8318 11.2184 -8.1936
H: 15.2030 10.2080 -7.8052
H: 14.9220 10.4535 -6.1095
H: 14.9672 12.5656 -8.3663
H: 16.1148 12.4288 -7.1113
C: 20.8115 11.6984 -0.7999
C: 20.7539 10.6873 0.3578
C: 19.4595 9.8339 0.3655
C: 18.1821 10.5857 0.2950
N: 17.2244 11.2170 0.2427
H: 19.8682 12.2443 -0.8176
H: 21.0923 11.2640 -1.7594
H: 21.6083 12.4086 -0.5793
H: 20.8113 11.3013 1.2567
H: 21.6766 10.1074 0.3770
H: 19.4131 9.0339 1.1045
H: 19.3979 9.2712 -0.5660
C: 16.2636 17.4762 -5.7559
C: 16.3365 17.9976 -4.3054
C: 17.2467 19.2270 -4.1330
C: 17.0964 20.2638 -5.1256
N: 17.0396 21.0869 -5.9867
H: 17.2516 17.2572 -6.1607
H: 15.8063 18.1054 -6.5196
H: 15.7617 16.5087 -5.7467
H: 16.5994 17.1963 -3.6147
H: 15.3057 18.2762 -4.0861
H: 18.3066 18.9870 -4.0490
H: 16.9227 19.7591 -3.2385
C: 20.3329 6.8990 -5.2133
C: 21.4342 7.8029 -5.6276
C: 22.7951 7.4517 -4.9680
C: 22.8148 7.4193 -3.5029
N: 22.8478 7.3741 -2.3280
H: 19.4615 7.2760 -5.7487
H: 20.1865 7.0549 -4.1444
H: 20.5604 5.8638 -5.4676
H: 21.2841 8.8686 -5.4549
H: 21.5088 7.7327 -6.7128
H: 23.6151 8.0783 -5.3187
H: 22.9425 6.4021 -5.2228
F: 25.1590 9.5488 -4.4731
C: 24.4780 10.6914 -4.2729
C: 24.2552 11.1670 -2.9905
C: 23.6468 12.4018 -2.8277
C: 22.9869 13.0190 -3.8880
C: 23.3251 12.5703 -5.2065
C: 24.0289 11.3623 -5.3824
H: 24.6463 10.6281 -2.1402
H: 23.4427 12.7167 -1.8149
H: 22.4260 13.9332 -3.7617
H: 22.9975 13.2195 -6.0050
H: 24.1669 11.0286 -6.4003
F: 20.7435 13.2790 -9.0587
C: 20.3014 11.9794 -9.0721
C: 18.9208 11.8331 -9.0046
C: 18.3400 10.5685 -8.9533
C: 19.2176 9.4905 -8.8799
C: 20.5824 9.6325 -9.0283
C: 21.1104 10.8885 -9.1944
H: 18.3234 12.7299 -8.9311
H: 17.2738 10.4301 -8.8513
H: 18.8713 8.4743 -8.7626
H: 21.1278 8.7091 -9.1552
H: 22.1554 11.0952 -9.3725
F: 13.3432 17.8750 1.0179
C: 13.4697 17.2216 -0.1236
C: 13.7087 15.8814 -0.0511
C: 13.6670 15.1051 -1.2410
C: 13.3115 15.7040 -2.4497
C: 13.0957 17.0867 -2.5233
C: 13.1419 17.8501 -1.3560
H: 13.9137 15.3690 0.8772
H: 13.9579 14.0656 -1.2047
H: 13.4604 15.1117 -3.3404
H: 13.0336 17.5375 -3.5028
H: 12.9351 18.9101 -1.3587
F: 15.6541 15.3137 -8.2303
C: 16.4312 15.3465 -9.3556
C: 17.7766 15.5938 -9.2639
C: 18.5685 15.5712 -10.4146
C: 17.9564 15.3217 -11.6382
C: 16.5864 15.1054 -11.7228
C: 15.8123 15.1424 -10.5772
H: 18.1961 15.8787 -8.3104
H: 19.6050 15.8663 -10.3428
H: 18.6451 15.2046 -12.4618
H: 16.2095 14.7987 -12.6873
H: 14.7443 14.9822 -10.5693
F: 19.2536 9.8001 -3.7133
C: 18.7571 10.9039 -4.2519
C: 19.4788 11.6930 -5.1543
C: 18.9270 12.9198 -5.6207
C: 17.6721 13.3742 -5.1887
C: 16.9697 12.5810 -4.2646
C: 17.5084 11.3245 -3.8494
H: 20.4690 11.3707 -5.4409
H: 19.6258 13.3644 -6.3137
H: 17.2175 14.3089 -5.4822
H: 16.0238 12.9089 -3.8592
H: 16.8608 10.7503 -3.2035
F: 12.5528 12.1609 -0.4915
C: 12.3275 11.3819 -1.5909
C: 11.0012 11.1580 -2.0126
C: 10.7497 10.3111 -3.1451
C: 11.8021 9.7411 -3.8272
C: 13.0587 9.9471 -3.3428
C: 13.3481 10.8132 -2.3277
H: 10.1780 11.5963 -1.4680
H: 9.7188 10.0691 -3.3576
H: 11.6980 9.2289 -4.7723
H: 13.8491 9.6201 -4.0021
H: 14.3637 11.0408 -2.0396
F: 19.8374 18.1644 -2.6156
C: 19.1706 17.1079 -2.1818
C: 19.4294 15.8782 -2.6923
C: 18.6805 14.7789 -2.3047
C: 17.7008 14.9857 -1.3459
C: 17.4569 16.2429 -0.8006
C: 18.1716 17.3460 -1.2405
H: 20.2319 15.7729 -3.4074
H: 18.8885 13.8293 -2.7752
H: 17.1335 14.1098 -1.0678
H: 16.7264 16.2874 -0.0063
H: 17.9745 18.3179 -0.8126
F: 16.1853 8.5021 -1.4628
C: 16.5204 7.1802 -1.3722
C: 17.4897 6.6852 -2.1839
C: 17.8540 5.2909 -2.1117
C: 17.1455 4.5188 -1.1844
C: 16.1707 5.0237 -0.4231
C: 15.8432 6.3677 -0.5226
H: 17.9946 7.4125 -2.8024
H: 18.6357 4.8291 -2.6966
H: 17.3705 3.4625 -1.1891
H: 15.6698 4.3479 0.2543
H: 15.0561 6.8295 0.0551
F: 12.4514 5.7212 -4.4117
C: 13.4643 6.2027 -5.1967
C: 14.6376 6.8002 -4.6566
C: 15.5251 7.4626 -5.4364
C: 15.3315 7.4403 -6.7917
C: 14.2538 6.8231 -7.4168
C: 13.2776 6.2315 -6.5963
H: 14.7626 6.7766 -3.5841
H: 16.3838 7.9616 -5.0120
H: 16.0556 7.8543 -7.4777
H: 14.1420 6.8264 -8.4910
H: 12.4246 5.7206 -7.0177
F: 20.5602 3.7422 3.4652
C: 20.7161 4.7382 2.5355
C: 19.5896 5.3769 2.0665
C: 19.6733 6.3071 1.0479
C: 20.8511 6.5202 0.4309
C: 22.0180 5.8567 0.8575
C: 21.9975 5.0507 2.0398
H: 18.6199 5.2458 2.5236
H: 18.8379 6.8417 0.6205
H: 20.9476 7.1699 -0.4264
H: 22.9107 6.0285 0.2744
H: 22.8933 4.5994 2.4402
F: 20.8422 15.3259 -5.6496
C: 20.9229 16.3612 -6.5540
C: 20.2198 17.5680 -6.3533
C: 20.4672 18.6669 -7.2045
C: 21.2258 18.5386 -8.3416
C: 21.8892 17.3188 -8.5926
C: 21.6606 16.2522 -7.7399
H: 19.6180 17.7554 -5.4763
H: 19.9969 19.6322 -7.0886
H: 21.5001 19.3737 -8.9692
H: 22.5537 17.1249 -9.4215
H: 22.1441 15.2920 -7.8428

Cartesian forces (eV/Å) of the 6 atoms listed first:
-0.52 0.37 -0.33
1.35 0.03 -0.95
0.45 0.42 -0.24
-0.82 -1.70 -1.96
0.27 2.09 2.15
-0.16 0.06 0.09

Values from the calculation:
multiplicity	1
total energy	-4703.23126	a.u.
HOMO energy	-9.03	eV

Entry 3:
The following is a DFT calculation (wB97M-V/def2-TZVPD) of the molecule C2H3NOS in a non-equilibrium geometry.

Cartesian coordinates (Å):
O: -1.6050 -0.7346 -0.1708
N: -1.1083 0.5994 -0.0359
C: 0.1464 0.7487 -0.1399
C: 1.1263 -0.3758 -0.0481
S: 2.7426 -0.1380 -0.0876
H: -2.4074 -0.6728 0.2707
H: 0.5842 1.7257 0.0136
H: 0.5212 -1.1526 0.1981

Cartesian forces (eV/Å) of the 6 atoms listed first:
3.56 0.83 -1.03
-1.06 -0.04 -0.17
1.17 -0.97 0.54
1.29 3.60 -0.70
-1.41 -0.60 0.00
-2.48 0.25 1.12

Values from the calculation:
multiplicity	1
SMILES string	O/N=C\C=S
total energy	-606.08021	a.u.
HOMO energy	-9.16	eV
energy relative to the best compared isomer or geometry (same formula, charge and spin)	67.2	kcal/mol

For the records above, the corresponding Kohn-Sham gap values read 7.541, 9.328, 7.946 eV.